No. 1
{"formula": "C7H11NO2S", "method": "ωB97M-V/def2-TZVPD", "elements": ["C", "C", "C", "C", "C", "C", "C", "N", "O", "O", "S", "H", "H", "H", "H", "H", "H", "H", "H", "H", "H", "H"], "xyz": [[-1.769, -0.769, 0.232], [-0.563, 1.923, 0.338], [-0.883, -1.612, 1.070], [0.481, -0.960, 1.300], [-0.406, 0.588, -0.493], [-0.519, 0.588, -1.963], [2.000, 0.432, -0.081], [0.652, -0.285, -0.022], [-0.013, 1.862, 1.433], [-1.148, 2.815, -0.299], [-3.308, -0.723, -0.058], [-1.241, -1.849, 2.121], [-0.847, -2.612, 0.561], [0.524, -0.114, 1.987], [1.038, -1.883, 1.464], [0.098, 1.340, -2.328], [-1.601, 0.555, -2.095], [-0.203, -0.308, -2.452], [2.583, 0.372, -0.940], [1.871, 1.455, 0.205], [2.702, 0.152, 0.685], [0.554, -0.966, -0.664]], "mulliken_charge": [0.08, 0.46, -0.57, -0.62, 0.57, -1.62, -1.01, 0.09, -0.69, -0.73, -0.25, 0.38, 0.29, 0.56, 0.33, 0.43, 0.31, 0.49, 0.39, 0.39, 0.38, 0.34], "max_force_ha_per_bohr": 0.1055, "homo_ev": -8.3, "e_tot_ev": -23853.5570, "de_lowest_ev": 3.361}

No. 2
{"formula": "C7H11NO3", "method": "ωB97M-V/def2-TZVPD", "elements": ["C", "C", "O", "N", "C", "C", "C", "C", "C", "O", "O", "H", "H", "H", "H", "H", "H", "H", "H", "H", "H", "H"], "xyz": [[1.811, -2.176, -0.482], [1.474, -0.773, -0.188], [2.528, -0.003, -0.150], [0.283, -0.197, -0.186], [-1.034, -0.887, -0.281], [-1.863, -0.339, 0.837], [-1.319, 1.105, 1.129], [0.033, 1.118, 0.332], [0.019, 2.184, -0.774], [-1.050, 2.758, -1.150], [1.219, 2.250, -1.497], [2.291, -2.077, -1.449], [2.566, -2.495, 0.242], [0.982, -2.908, -0.432], [-1.519, -0.343, -1.141], [-1.072, -2.017, -0.274], [-1.798, -0.789, 1.854], [-2.953, -0.316, 0.633], [-1.198, 1.240, 2.227], [-2.039, 1.807, 0.819], [0.883, 1.292, 0.946], [1.754, 1.563, -1.016]], "mulliken_charge": [-1.04, 1.01, -0.76, 0.05, -0.65, -0.58, -0.74, -0.52, 0.57, -0.57, -0.49, 0.26, 0.32, 0.29, 0.27, 0.37, 0.29, 0.31, 0.28, 0.34, 0.59, 0.39], "max_force_ha_per_bohr": 0.1065, "homo_ev": -9.9, "e_tot_ev": -15069.6243, "de_lowest_ev": 1.019}

No. 3
{"formula": "C7H11NP", "method": "ωB97M-V/def2-TZVPD", "elements": ["C", "C", "C", "N", "C", "P", "C", "C", "C", "H", "H", "H", "H", "H", "H", "H", "H", "H", "H", "H"], "xyz": [[-2.723, -0.358, -0.880], [-1.606, 0.604, -0.692], [-0.226, 0.282, -0.220], [-0.971, 0.872, 0.616], [-0.347, 1.058, 1.904], [1.280, 0.763, 1.881], [1.227, -0.090, 0.138], [1.309, -1.601, 0.386], [2.270, 0.624, -0.766], [-2.990, -0.380, -1.962], [-3.543, -0.056, -0.273], [-2.493, -1.385, -0.455], [-1.561, 1.475, -1.250], [-0.987, 1.678, 2.635], [2.231, -1.863, 1.039], [1.088, -2.264, -0.375], [0.488, -1.648, 1.101], [3.134, 0.364, -0.232], [2.231, 1.694, -0.805], [2.190, 0.229, -1.789]], "mulliken_charge": [-1.25, 0.43, -0.66, 0.08, -0.09, 0.01, 0.87, -1.24, -1.48, 0.34, 0.35, 0.35, 0.50, 0.37, 0.31, 0.39, 0.44, 0.46, 0.43, 0.37], "total_charge": 1, "max_force_ha_per_bohr": 0.0815, "homo_ev": -13.9, "e_tot_ev": -18205.0055, "de_lowest_ev": 2.951}

No. 4
{"formula": "C7H11NS", "method": "ωB97M-V/def2-TZVPD", "elements": ["C", "C", "C", "N", "C", "H", "H", "H", "H", "H", "C", "C", "C", "S", "H", "H", "H", "H", "H", "H"], "xyz": [[0.870, -0.577, 2.226], [0.875, 0.305, 1.128], [-0.239, 1.091, 1.237], [-0.911, 0.720, 2.357], [-0.242, -0.293, 2.966], [1.604, -1.328, 2.440], [1.617, 0.343, 0.356], [-0.591, 1.884, 0.608], [-1.756, 1.150, 2.695], [-0.601, -0.737, 3.875], [-0.983, -0.957, -1.344], [0.042, -0.429, -1.993], [0.180, 1.016, -2.345], [1.398, -1.406, -2.587], [-1.789, -0.334, -1.000], [-1.054, -2.007, -1.118], [0.147, 1.142, -3.427], [1.136, 1.405, -1.996], [-0.625, 1.595, -1.898], [0.923, -2.582, -2.179]], "mulliken_charge": [-0.63, 0.02, -0.70, 0.00, -0.53, 0.40, 0.43, 0.42, 0.20, 0.40, -0.87, 0.76, -1.27, -0.22, 0.27, 0.21, 0.41, 0.32, 0.25, 0.12], "max_force_ha_per_bohr": 0.0109, "homo_ev": -8.0, "e_tot_ev": -19761.7504, "de_lowest_ev": 0.860}

No. 5
{"formula": "C7H11NS2", "method": "ωB97M-V/def2-TZVPD", "elements": ["C", "C", "C", "C", "C", "C", "C", "N", "S", "S", "H", "H", "H", "H", "H", "H", "H", "H", "H", "H", "H"], "xyz": [[-3.294, -1.089, -1.219], [-4.087, -0.887, -0.142], [-1.748, -0.104, 0.082], [1.070, -1.442, 0.087], [1.843, 0.925, 0.191], [-0.550, 0.467, 0.536], [0.639, 0.146, -0.194], [-2.001, -0.680, -1.002], [-3.338, 0.000, 1.097], [-0.934, 2.973, -0.496], [-3.430, -1.824, -2.018], [-5.108, -1.105, -0.097], [2.030, -1.818, -0.476], [1.146, -1.586, 1.185], [0.322, -2.120, -0.209], [1.859, 2.007, 0.025], [2.188, 0.776, 1.129], [2.708, 0.676, -0.497], [-0.428, 0.972, 1.441], [0.483, 0.036, -1.325], [-0.948, 2.277, -1.630]], "mulliken_charge": [-0.54, -0.14, 0.22, -1.34, -1.59, -0.65, 0.83, -0.31, -0.14, -0.30, 0.33, 0.46, 0.31, 0.36, 0.41, 0.32, 0.45, 0.38, 0.62, 0.23, 0.10], "max_force_ha_per_bohr": 0.0942, "homo_ev": [-8.2, -8.1], "e_tot_ev": -30594.6640, "de_lowest_ev": 3.536}

Question: Which formula does entry 5 have?
Answer: C7H11NS2

Question: What is the formula in the third record?
Answer: C7H11NP